(1)
{
  "formula": "C27H46N9O",
  "method": "wB97M-V/def2-TZVPD",
  "total_charge": 1,
  "e_tot_ha": -1623.6347,
  "homo_lumo_gap_ev": 5.851,
  "species": ["C", "C", "C", "C", "C", "N", "O", "C", "N", "C", "N", "N", "H", "H", "H", "H", "H", "H", "H", "H", "H", "H", "H", "C", "C", "C", "C", "N", "H", "H", "H", "H", "H", "H", "H", "C", "C", "C", "C", "N", "H", "H", "H", "H", "H", "H", "H", "C", "C", "C", "C", "N", "H", "H", "H", "H", "H", "H", "H", "C", "C", "C", "C", "N", "H", "H", "H", "H", "H", "H", "H", "C", "C", "C", "C", "N", "H", "H", "H", "H", "H", "H", "H"],
  "positions_angstrom": [[5.21655, -4.20961, 1.46937], [4.60461, -3.34595, 0.38850], [3.01264, -3.64820, -0.02478], [2.07571, -2.30240, 0.09227], [1.06036, -2.39629, -1.19139], [-0.18478, -3.12816, -0.74262], [-0.16984, -4.47242, -0.74830], [0.21135, -5.01923, -2.06595], [0.92850, -5.39847, -3.10422], [-0.12612, -2.89445, 0.78187], [-1.18723, -3.44735, 1.46087], [1.10682, -2.15116, 1.24588], [4.50086, -4.95684, 2.05497], [6.37959, -4.21320, 1.71563], [5.25104, -2.52699, -0.14530], [2.57203, -4.48689, 0.66972], [2.92571, -4.00849, -1.15907], [2.69451, -1.29296, 0.17004], [0.65935, -1.27371, -1.25518], [1.48023, -2.54379, -2.27349], [-2.06157, -2.91186, 1.70983], [-1.06342, -4.43283, 1.80928], [0.81733, -1.14335, 1.41936], [-4.66040, 0.94328, 0.38838], [-4.40506, -0.43636, -0.21000], [-5.05840, -1.56326, 0.59255], [-4.49856, -1.57851, 2.00564], [-4.03419, -1.59117, 3.17790], [-4.23152, 1.03450, 1.39133], [-4.20003, 1.71804, -0.23284], [-5.73473, 1.15055, 0.45218], [-3.32240, -0.60191, -0.27032], [-4.79139, -0.45622, -1.23498], [-4.85805, -2.52869, 0.11610], [-6.14414, -1.42503, 0.63635], [-4.68686, -7.51645, -0.44746], [-3.80946, -6.27618, -0.58379], [-4.28429, -5.11253, 0.28872], [-5.69327, -4.70971, -0.11501], [-6.86210, -4.37554, -0.44989], [-5.71245, -7.32434, -0.77824], [-4.29378, -8.32980, -1.06556], [-4.71849, -7.86232, 0.59205], [-3.79134, -5.96857, -1.63653], [-2.78184, -6.53559, -0.30644], [-3.61584, -4.25387, 0.16597], [-4.27992, -5.39779, 1.34630], [-0.70730, 5.60679, -0.20630], [-2.16975, 5.45837, 0.20102], [-2.35180, 4.62833, 1.47331], [-1.80437, 3.22722, 1.25495], [-1.35024, 2.06491, 1.07385], [-0.25292, 4.63900, -0.44104], [-0.62375, 6.23007, -1.10220], [-0.12331, 6.07759, 0.59276], [-2.72327, 4.99747, -0.62625], [-2.59747, 6.45450, 0.35912], [-3.41427, 4.56311, 1.73041], [-1.82679, 5.09349, 2.31464], [3.29518, 4.65065, 1.37575], [4.17258, 5.89092, 1.23942], [3.69774, 7.05458, 2.11194], [2.28876, 7.45739, 1.70820], [1.11993, 7.79156, 1.37332], [2.26958, 4.84277, 1.04497], [3.68825, 3.83730, 0.75766], [3.26355, 4.30478, 2.41527], [4.19069, 6.19853, 0.18669], [5.20019, 5.63151, 1.51678], [4.36619, 7.91323, 1.98918], [3.70211, 6.76931, 3.16951], [3.39884, 0.94664, -1.94742], [3.87552, 1.51072, -3.28206], [4.91089, 2.62560, -3.12116], [4.30527, 3.77970, -2.33900], [3.80292, 4.73709, -1.69013], [2.89328, 1.70758, -1.34446], [2.68315, 0.13494, -2.11180], [4.23911, 0.54856, -1.36716], [3.00800, 1.88614, -3.83854], [4.31202, 0.69958, -3.87514], [5.23037, 2.98628, -4.10453], [5.79539, 2.25578, -2.59131]]
}


(2)
{
  "formula": "C27H47ClIrN2O2Si2",
  "method": "wB97M-V/def2-TZVPD",
  "total_charge": -1,
  "e_tot_ha": -2460.3058,
  "homo_lumo_gap_ev": [2.561, 5.706],
  "spin_multiplicity": 5,
  "species": ["Ir", "Cl", "N", "N", "C", "C", "C", "C", "C", "C", "H", "H", "H", "H", "H", "H", "C", "C", "C", "C", "H", "H", "H", "H", "H", "H", "O", "H", "H", "O", "H", "H", "C", "C", "C", "H", "H", "C", "C", "H", "C", "C", "C", "C", "H", "C", "H", "H", "H", "H", "H", "H", "H", "H", "C", "Si", "C", "C", "C", "Si", "C", "C", "C", "H", "H", "H", "H", "H", "H", "H", "H", "H", "H", "H", "H", "H", "H", "H", "H", "H", "H", "H"],
  "positions_angstrom": [[-0.50673, -0.09198, -0.85168], [0.54464, -1.71288, -1.92840], [-1.75395, -1.49082, -0.01497], [0.33349, 1.72420, -1.32869], [-2.52615, -2.29732, -0.73246], [0.21712, 2.39652, -2.49806], [-1.83825, -1.97250, 1.40660], [-2.33878, -3.40164, 1.20473], [-2.81331, -1.15616, 2.26605], [-0.47771, -1.99251, 1.98848], [-3.75740, -0.90815, 1.75135], [-2.33914, -0.21901, 2.57822], [-3.03741, -1.74667, 3.17237], [0.12109, -2.75330, 1.46456], [-0.58531, -2.25096, 3.04487], [0.01224, -0.94570, 1.69657], [1.38803, 2.49798, -0.58814], [1.57720, 3.79558, -1.38271], [2.63936, 1.67924, -0.68837], [0.99536, 2.97092, 0.79684], [0.04874, 3.54258, 0.74536], [1.76856, 3.69087, 1.14322], [0.88881, 2.14524, 1.51348], [2.86542, 1.58161, -1.76522], [2.49938, 0.68446, -0.27320], [3.46338, 2.23328, -0.20383], [0.84156, 3.57973, -2.62425], [2.62631, 4.04581, -1.63642], [1.12509, 4.71381, -0.95709], [-3.03525, -3.35185, -0.09869], [-3.04058, -3.78969, 1.96402], [-1.49926, -4.12514, 1.07284], [-2.96957, -2.03226, -2.12187], [-0.66641, 2.05434, -3.62599], [-1.87823, 1.51959, -2.95870], [-0.13813, 1.32906, -4.30256], [-0.89462, 2.94016, -4.25244], [-1.84521, 0.11621, -2.63145], [-3.04428, -0.55119, -2.20781], [-1.17753, -0.45834, -3.29252], [-4.19930, 0.17866, -2.02685], [-4.15952, 1.53826, -2.32167], [-5.44213, -0.48028, -1.50217], [-3.04337, 2.23861, -2.76526], [-5.08011, 2.08921, -2.23366], [-3.06582, 3.71866, -3.02407], [-4.10309, 4.03790, -2.88094], [-2.74985, 3.96677, -4.04882], [-2.41172, 4.23681, -2.30569], [-5.73437, -1.35985, -2.09310], [-6.24048, 0.26497, -1.56735], [-5.31126, -0.78606, -0.45152], [-3.95692, -2.48109, -2.25390], [-2.26135, -2.52583, -2.82854], [2.33129, -3.47586, 0.95616], [2.54448, -1.66532, 0.32607], [4.41895, -1.20978, 0.86667], [3.34760, -2.18379, -1.43100], [1.09544, -0.43794, 0.94183], [2.03503, 0.13771, 2.68959], [3.45434, 1.31280, 2.57994], [0.78272, 0.91295, 3.84970], [2.53901, -1.41856, 3.58029], [3.25432, -4.07627, 0.82805], [1.54674, -3.98703, 0.37679], [2.06408, -3.55353, 2.01934], [5.11842, -2.04271, 0.65566], [4.79982, -0.34530, 0.29195], [4.58011, -1.00278, 1.93468], [2.72108, -2.85232, -2.02645], [3.58674, -1.33418, -2.07660], [4.27514, -2.77001, -1.34136], [0.57435, 0.59138, 0.70416], [3.10588, 2.34580, 2.52873], [3.94129, 1.19527, 3.55313], [4.20407, 1.15823, 1.80254], [-0.11225, 0.29396, 3.99357], [1.32468, 0.97316, 4.80747], [0.46561, 1.91970, 3.55925], [1.69350, -2.05945, 3.84116], [3.32016, -2.04038, 3.14229], [2.95412, -1.01563, 4.50588]]
}